{
  "formula": "C7H12N2Si2",
  "method": "the ωB97M-V functional and the def2-TZVPD basis",
  "symbols": ["C", "C", "C", "C", "C", "C", "C", "N", "N", "Si", "Si", "H", "H", "H", "H", "H", "H", "H", "H", "H", "H", "H", "H"],
  "xyz": [[0.95183, 2.93415, 2.17518], [1.87040, 2.23649, 1.46951], [-0.38965, 2.61883, 1.86744], [1.57774, 1.14553, 0.63628], [-0.70986, 1.55953, 1.07006], [0.25394, 0.88941, 0.29569], [-1.45395, -0.00840, -2.04921], [0.79239, -1.92630, -1.31069], [-1.19463, -2.26886, 0.34726], [0.14606, -3.28795, -0.18232], [-0.09586, -0.63017, -0.85454], [1.15107, 3.61484, 3.00896], [2.87054, 2.63942, 1.60849], [-1.16348, 3.32315, 2.25715], [2.28944, 0.41793, 0.24025], [-1.69596, 1.28587, 0.74805], [-2.30003, -0.59110, -1.66465], [-1.73705, 1.03802, -1.98139], [-1.43810, -0.20005, -3.06971], [1.78596, -1.86288, -1.41620], [-1.45510, -1.84653, 1.24455], [-0.27675, -4.50486, -0.90534], [1.18151, -3.68207, 0.75030]],
  "lowdin_charge": [-0.0904, -0.1097, -0.0905, -0.1040, -0.1140, -0.2586, -0.1729, -0.2251, -0.2405, 0.4241, 0.6048, 0.1142, 0.1039, 0.1177, 0.0926, 0.0951, 0.0256, 0.0230, -0.0081, 0.0104, -0.0424, -0.0716, -0.0838],
  "orbital_gap_ev": 9.00,
  "e_homo_ev": -8.610,
  "lumo_ev": 0.39
}